Entry 1:
Below is a cluster of 18 separate species, C43H119N3O18 in total, with properties calculated with wB97M-V/def2-TZVPD.

Summary:
HOMO: -8.33 eV
E_tot: -3228.1346 a.u.
Total charge: 0

Cartesian coordinates (Å):
O 0.59 4.59 4.29
H -0.06 3.98 4.68
H 1.40 4.07 4.14
O -3.91 -1.98 3.75
H -4.69 -2.53 3.76
H -4.30 -1.14 3.44
O -0.12 2.32 1.22
H -0.30 2.94 0.50
H 0.81 2.50 1.42
O -1.36 5.75 2.27
H -1.55 6.66 2.49
H -0.83 5.31 2.93
O 2.11 2.24 3.21
H 1.81 1.43 3.61
H 3.11 2.11 3.24
O -2.95 3.43 2.68
H -2.52 4.26 2.37
H -2.32 2.99 3.23
O -1.46 0.59 2.68
H -0.99 -0.20 2.33
H -0.96 1.30 2.26
C -2.70 -3.47 0.65
C -2.91 -3.14 -0.84
C -3.45 -4.40 -1.51
C -4.00 -4.15 -2.97
C -5.01 -3.00 -2.91
C -4.49 -1.75 -2.22
N -3.98 -2.12 -0.88
O -3.48 -0.89 -0.32
C -3.40 -1.12 -3.17
C -5.62 -0.76 -2.06
C -1.54 -2.86 -1.38
H -3.55 -4.00 1.08
H -2.57 -2.54 1.17
H -1.84 -4.11 0.71
H -2.71 -5.22 -1.45
H -4.28 -4.77 -0.87
H -4.44 -5.03 -3.36
H -3.18 -3.79 -3.58
H -5.89 -3.44 -2.37
H -5.47 -2.65 -3.80
H -2.74 -0.35 -2.65
H -2.66 -1.84 -3.54
H -3.84 -0.64 -4.02
H -6.27 -0.72 -2.96
H -6.32 -1.09 -1.31
H -5.15 0.20 -1.77
H -1.56 -2.58 -2.42
H -0.89 -3.70 -1.19
H -1.04 -2.08 -0.80
H -4.15 -0.65 0.38
C 0.02 0.58 -6.62
C 1.22 0.82 -5.68
C 0.70 1.35 -4.34
C 0.18 0.30 -3.35
C 1.20 -0.80 -3.14
C 1.45 -1.43 -4.51
N 2.04 -0.41 -5.36
O 2.51 -0.96 -6.61
C 2.47 -2.55 -4.46
C 0.18 -2.11 -5.05
C 2.10 1.79 -6.39
H -0.90 0.23 -6.13
H 0.24 -0.12 -7.40
H -0.22 1.59 -7.06
H 1.48 1.85 -3.71
H -0.05 2.09 -4.49
H -0.69 -0.08 -3.80
H -0.31 0.68 -2.39
H 0.79 -1.54 -2.46
H 2.09 -0.31 -2.66
H 3.49 -2.21 -4.28
H 2.25 -3.19 -3.64
H 2.41 -3.13 -5.36
H 0.04 -3.14 -4.52
H -0.73 -1.59 -4.77
H 0.24 -2.39 -6.11
H 1.81 2.86 -6.29
H 2.04 1.57 -7.45
H 3.14 1.74 -6.12
H 1.76 -1.29 -7.08
C 6.53 -0.34 -4.07
C 6.26 -0.04 -2.62
C 7.55 0.59 -2.07
C 7.30 1.20 -0.72
C 6.23 2.26 -0.88
C 4.88 1.76 -1.41
N 5.22 1.01 -2.60
O 4.01 0.40 -3.06
C 4.17 1.00 -0.30
C 4.15 3.01 -1.84
C 5.74 -1.29 -1.95
H 6.81 0.54 -4.67
H 5.72 -0.96 -4.55
H 7.41 -0.99 -4.22
H 8.30 -0.31 -2.14
H 7.93 1.30 -2.82
H 8.13 1.63 -0.30
H 6.84 0.48 0.00
H 6.53 3.07 -1.52
H 5.99 2.75 0.09
H 3.14 0.65 -0.63
H 4.72 0.15 0.06
H 3.92 1.62 0.64
H 4.81 3.67 -2.42
H 3.25 2.76 -2.45
H 3.79 3.59 -1.03
H 4.66 -1.48 -2.13
H 5.93 -1.32 -0.86
H 6.38 -2.10 -2.33
H 3.83 0.48 -4.00
C 1.53 -2.18 0.80
C 1.65 -1.75 2.19
O 0.36 -1.60 2.76
H 0.78 -1.56 0.24
H 1.12 -3.16 0.86
H 2.41 -2.07 0.19
H 2.13 -0.77 2.32
H 2.28 -2.48 2.73
H -0.11 -2.38 3.12
C 0.62 4.82 -2.30
C -0.24 5.44 -1.23
O -0.26 4.69 0.00
H 0.69 5.51 -3.11
H 0.20 3.87 -2.66
H 1.56 4.55 -1.95
H -1.24 5.66 -1.68
H 0.29 6.37 -1.08
H -0.75 5.09 0.74
C -6.45 1.90 2.46
C -5.34 1.20 3.21
O -4.59 0.42 2.29
H -6.90 1.14 1.83
H -6.14 2.71 1.79
H -7.20 2.31 3.14
H -5.80 0.58 4.02
H -4.74 1.96 3.73
H -3.62 0.73 2.28
C -3.11 1.71 5.85
C -1.66 1.96 6.34
O -0.89 2.46 5.23
H -3.50 2.65 5.42
H -3.74 1.41 6.67
H -3.04 0.97 5.06
H -1.22 1.04 6.75
H -1.58 2.63 7.23
H -0.43 1.68 4.84
C -2.69 2.82 -2.59
C -2.64 2.32 -1.21
O -3.11 3.32 -0.36
H -2.20 2.13 -3.21
H -2.08 3.67 -2.60
H -3.71 3.00 -2.83
H -1.58 2.09 -0.97
H -3.25 1.42 -1.14
H -3.16 3.05 0.54
C 1.83 0.41 6.76
C 1.77 -0.24 5.43
O 0.68 0.29 4.65
H 2.46 -0.23 7.36
H 0.91 0.42 7.25
H 2.04 1.44 6.59
H 1.66 -1.36 5.41
H 2.75 -0.09 4.89
H 0.35 -0.33 4.00
C -2.24 -2.39 6.96
C -1.17 -2.17 5.91
O -1.49 -2.88 4.71
H -3.22 -1.91 6.73
H -1.92 -1.98 7.93
H -2.46 -3.43 7.16
H -0.27 -2.72 6.10
H -0.96 -1.04 5.79
H -2.31 -2.62 4.27
C 1.53 -5.79 1.97
C 0.41 -5.66 3.06
O 0.45 -4.29 3.43
H 1.77 -6.84 1.92
H 2.31 -5.16 2.23
H 1.16 -5.47 0.99
H 0.59 -6.29 3.94
H -0.52 -6.07 2.62
H -0.25 -4.14 4.09

***

Entry 2:
Below is a cluster of 13 separate species, C43H122N16O13 in total, with properties calculated with wB97M-V/def2-TZVPD.

Summary:
HOMO: -9.04 eV
Energy relative to the best compared isomer or geometry (same formula, charge and spin): 7.2000 eV
E_tot: -3565.3839 a.u.
Total charge: 0

Cartesian coordinates (Å):
C -5.58 14.53 -8.28
C -6.40 13.24 -8.65
C -6.55 12.13 -7.51
O -7.33 12.58 -6.47
C -7.87 11.48 -5.71
N -7.65 13.59 -9.37
H -5.76 15.25 -9.07
H -4.53 14.26 -8.22
H -6.06 14.81 -7.34
H -5.87 12.84 -9.52
H -5.51 11.86 -7.33
H -7.00 11.30 -8.06
H -8.46 11.78 -4.84
H -7.02 11.00 -5.23
H -8.45 10.85 -6.38
H -8.06 14.42 -8.97
H -7.32 13.96 -10.25
C -6.32 1.04 -13.90
C -7.73 1.67 -14.32
C -8.92 0.74 -14.01
O -10.07 1.37 -14.40
C -11.29 0.70 -14.13
N -7.80 2.84 -13.32
H -5.50 1.72 -14.15
H -6.24 0.11 -14.47
H -6.18 0.92 -12.83
H -7.58 1.88 -15.38
H -8.91 0.67 -12.92
H -8.76 -0.22 -14.48
H -11.30 -0.23 -14.70
H -12.14 1.36 -14.34
H -11.39 0.46 -13.07
H -8.60 3.44 -13.45
H -7.13 3.49 -13.71
C -2.44 15.54 -2.41
C -3.24 14.64 -3.34
C -2.45 13.31 -3.42
O -1.37 13.41 -4.34
C -0.96 12.26 -5.14
N -4.52 14.42 -2.79
H -2.92 16.51 -2.29
H -1.47 15.74 -2.87
H -2.23 15.14 -1.42
H -3.28 15.13 -4.31
H -3.15 12.60 -3.87
H -2.20 12.83 -2.47
H 0.01 12.36 -5.64
H -1.67 12.17 -5.95
H -0.99 11.30 -4.62
H -4.95 13.80 -3.46
H -5.04 15.27 -2.96
C 0.07 18.96 -8.50
C 0.89 18.98 -9.77
C 0.63 17.72 -10.68
O 1.27 16.53 -10.21
C 0.82 15.43 -11.04
N 0.56 20.25 -10.36
H -0.21 19.87 -7.97
H 0.65 18.35 -7.81
H -0.87 18.44 -8.72
H 1.94 18.83 -9.53
H 1.02 18.00 -11.65
H -0.45 17.68 -10.78
H 1.25 15.52 -12.04
H -0.27 15.42 -11.05
H 1.14 14.47 -10.63
H 0.90 20.95 -9.72
H 1.30 20.23 -11.05
C -9.46 8.39 -14.62
C -8.46 8.95 -13.55
C -7.18 9.22 -14.11
O -6.45 8.05 -14.33
C -5.11 8.24 -14.84
N -9.07 10.23 -13.15
H -9.16 7.36 -14.77
H -9.50 9.00 -15.53
H -10.49 8.36 -14.26
H -8.35 8.19 -12.79
H -6.61 9.81 -13.39
H -7.21 9.85 -14.99
H -5.35 8.79 -15.75
H -4.72 7.25 -15.09
H -4.43 8.64 -14.09
H -8.50 10.78 -12.52
H -9.94 10.05 -12.67
C -15.33 5.83 -8.32
C -14.13 6.29 -9.19
C -13.12 5.12 -9.30
O -12.25 4.91 -8.21
C -11.43 6.03 -7.98
N -14.52 6.69 -10.55
H -15.91 5.01 -8.75
H -16.05 6.63 -8.12
H -14.85 5.56 -7.38
H -13.68 7.17 -8.72
H -12.47 5.14 -10.17
H -13.65 4.19 -9.50
H -12.07 6.89 -7.78
H -10.85 6.20 -8.89
H -10.82 5.63 -7.17
H -15.02 5.94 -11.01
H -13.69 6.79 -11.11
C -3.81 6.52 -9.51
C -2.80 5.36 -9.72
C -1.41 5.71 -9.11
O -0.64 6.46 -10.05
C 0.67 6.78 -9.54
N -3.34 4.12 -9.08
H -3.56 7.20 -10.33
H -3.66 6.99 -8.54
H -4.86 6.25 -9.61
H -2.74 5.20 -10.80
H -0.87 4.78 -8.95
H -1.46 6.27 -8.18
H 1.15 7.53 -10.16
H 1.29 5.90 -9.72
H 0.72 6.86 -8.45
H -4.12 3.76 -9.61
H -2.59 3.44 -9.16
C 12.41 10.95 -7.82
C 11.39 10.80 -6.68
C 10.04 11.50 -7.01
O 9.36 10.94 -8.13
C 8.11 11.54 -8.53
N 11.13 9.36 -6.47
H 12.17 11.79 -8.48
H 12.61 10.07 -8.43
H 13.38 11.15 -7.37
H 11.78 11.29 -5.78
H 10.27 12.53 -7.28
H 9.44 11.40 -6.11
H 7.74 10.95 -9.36
H 8.27 12.60 -8.73
H 7.36 11.37 -7.76
H 10.57 9.30 -5.63
H 10.44 9.12 -7.16
C -8.87 -5.96 -6.15
C -8.15 -4.82 -6.90
C -8.96 -3.53 -6.64
O -8.60 -2.46 -7.52
C -9.29 -1.21 -7.14
N -6.80 -4.70 -6.36
H -9.81 -6.00 -6.71
H -9.04 -5.82 -5.08
H -8.33 -6.90 -6.29
H -8.17 -5.08 -7.95
H -8.93 -3.33 -5.57
H -9.97 -3.73 -6.99
H -10.36 -1.39 -7.15
H -9.18 -0.55 -8.01
H -8.89 -0.63 -6.30
H -6.42 -3.84 -6.74
H -6.84 -4.58 -5.36
C 3.95 0.12 -13.19
C 2.46 0.04 -13.57
C 1.90 1.50 -13.67
O 2.66 2.23 -14.73
C 2.08 3.49 -15.01
N 2.42 -0.60 -14.91
H 4.36 -0.88 -13.23
H 4.12 0.38 -12.15
H 4.44 0.84 -13.85
H 1.94 -0.65 -12.91
H 1.92 2.00 -12.70
H 0.85 1.48 -13.94
H 2.74 3.97 -15.73
H 2.18 4.13 -14.13
H 1.02 3.47 -15.29
H 2.74 0.07 -15.59
H 3.16 -1.29 -14.96
C -1.37 -2.24 -8.84
O -1.15 -1.03 -9.07
N -1.84 -3.12 -9.63
N -0.86 -2.74 -7.78
H -1.73 -4.09 -9.36
H -2.07 -2.73 -10.53
H -0.12 -2.23 -7.31
H -0.95 -3.73 -7.60
C 1.34 0.01 -3.59
O 1.78 -0.99 -4.09
N 1.47 0.38 -2.34
N 0.77 0.87 -4.37
H 1.14 1.28 -2.01
H 2.03 -0.22 -1.75
H 0.14 1.55 -3.96
H 0.74 0.65 -5.35
C -4.46 1.42 -3.34
O -4.23 1.50 -2.14
N -4.30 2.41 -4.24
N -5.12 0.46 -3.87
H -3.69 3.19 -4.01
H -4.52 2.31 -5.22
H -5.49 -0.21 -3.21
H -5.45 0.55 -4.82

***

For reference, F_max by record: 3.118; 6.213 eV/Å.